# 1
The following is a DFT calculation (wB97M-V/def2-TZVPD) of 2 unconnected molecules or ions with the total composition C5H13NO in a non-equilibrium geometry.

The HOMO energy (alpha / beta) comes out at -14.4 / -15.0 eV. As for the total charge: +1. The expectation value of S² is 0.76. The spin multiplicity is 2. Its frontier orbital gap (alpha / beta) is 10.7 / 8.1 eV.

Positions of all 20 atoms, in Å:
C  0.16  -0.63  1.29
H  -0.19  0.39  -2.67
H  1.29  -1.28  -1.76
H  -0.98  -0.83  3.05
N  -0.74  0.38  -0.61
H  2.52  1.12  0.62
H  1.22  1.86  0.23
H  -0.65  1.97  -1.89
C  0.61  -1.63  -0.98
H  -0.33  0.78  2.78
H  0.70  -1.50  1.65
C  -0.84  0.91  -1.97
H  -0.21  -2.12  -1.49
H  1.14  -2.38  -0.40
H  -1.74  0.23  1.87
H  -1.88  0.79  -2.29
C  0.07  -0.54  -0.11
C  -0.79  -0.09  2.30
O  2.17  1.99  0.39
H  -1.53  0.57  -0.01

=====

# 2
The following is a DFT calculation (wB97M-V/def2-TZVPD) of a molecular structure, C13H31Br3FN3O7P in a non-equilibrium geometry.

The HOMO energy comes out at -3.7 eV. As for the total charge: -1. The spin multiplicity is 1. Its frontier orbital gap is 6.2 eV.

Positions of all 59 atoms, in Å:
H  10.73  -14.90  -20.06
H  9.37  -15.68  -21.72
H  8.55  -16.38  -16.26
H  10.84  -18.06  -22.03
H  12.92  -15.81  -14.76
C  12.92  -18.49  -15.72
C  11.46  -17.11  -18.42
H  11.64  -15.47  -21.35
H  6.28  -17.59  -17.57
C  10.99  -17.62  -21.04
N  8.27  -17.46  -18.15
H  11.22  -19.01  -12.89
H  10.31  -18.42  -14.26
H  6.04  -20.30  -19.93
H  7.98  -16.71  -21.59
H  6.75  -15.89  -17.97
H  6.81  -19.66  -18.37
H  14.44  -16.53  -14.25
H  8.22  -18.05  -16.15
O  11.20  -16.09  -17.65
H  11.45  -16.64  -21.16
H  11.15  -19.96  -14.33
N  7.80  -19.18  -20.14
H  7.48  -21.06  -19.28
P  9.12  -18.46  -19.31
O  11.47  -18.28  -18.06
H  12.17  -16.74  -15.89
H  11.69  -18.15  -20.40
O  10.18  -19.35  -18.60
C  11.23  -18.94  -13.98
C  8.80  -17.33  -16.72
H  9.86  -17.55  -16.77
C  11.65  -15.45  -20.26
Br  6.93  -18.06  -15.07
Br  7.64  -20.57  -13.21
F  10.10  -18.79  -16.15
C  8.84  -16.35  -21.04
C  8.43  -19.07  -14.19
H  10.42  -16.97  -15.91
H  8.03  -18.81  -22.17
H  7.00  -20.13  -21.84
Br  9.51  -17.93  -12.87
H  8.79  -20.32  -21.77
H  8.46  -15.58  -20.37
O  13.76  -17.40  -15.97
C  13.84  -16.27  -15.12
H  11.16  -15.36  -15.74
C  6.88  -16.94  -18.22
N  9.71  -17.39  -20.44
C  6.95  -20.11  -19.35
O  12.43  -18.31  -14.49
C  7.94  -19.68  -21.53
O  12.65  -19.38  -16.49
O  11.71  -16.73  -19.67
H  14.39  -15.50  -15.65
H  12.41  -14.81  -19.83
H  6.64  -16.93  -19.28
C  11.23  -16.33  -16.25
H  9.07  -19.47  -14.97

=====

# 3
The following is a DFT calculation (wB97M-V/def2-TZVPD) of 9 unconnected molecules or ions with the total composition C27H37F6NO24S2 in a non-equilibrium geometry.

The HOMO energy comes out at -10.7 eV. The SMILES is O=C1OC[C@@H](F)O1.O=C1OC[C@@H](F)O1.O=C1OC[C@@H](F)O1.O=C1OC[C@@H](F)O1.O=C1OC[C@@H](F)O1.O=C1OC[C@@H](F)O1.C[N+](=O)[O-].O=S1(=O)CCCC1.O=S1(=O)CCCC1. As for the total charge: 0. The spin multiplicity is 1. Its frontier orbital gap is 10.7 eV.

Positions of all 97 atoms, in Å:
F  -31.37  15.09  -1.14
O  -31.44  11.11  -2.98
H  -31.04  8.61  -4.18
H  -22.64  9.01  -7.28
O  -26.07  5.73  -3.60
H  -28.32  9.30  -5.48
H  -24.60  8.40  -5.32
H  -29.57  10.54  -3.57
H  -30.47  12.37  -0.96
O  -28.59  13.18  -0.41
C  -23.74  14.72  0.41
O  -21.87  12.93  -0.37
H  -23.94  16.70  -0.36
C  -28.12  14.44  -0.64
H  -21.15  16.02  -1.56
O  -32.63  9.85  -4.37
H  -24.62  8.06  -3.60
C  -25.65  12.95  -3.39
O  -28.69  15.40  -3.82
F  -27.18  15.54  -7.62
C  -23.70  10.00  -8.86
C  -24.98  10.99  -7.25
C  -23.57  16.48  -3.90
O  -22.79  18.75  -6.31
C  -27.64  7.26  -5.18
C  -22.96  17.77  -5.65
H  -25.47  12.85  -4.46
H  -22.77  16.53  -3.16
C  -28.39  13.71  -6.75
H  -25.79  13.99  -3.10
C  -25.26  8.22  -4.47
O  -25.92  11.54  -6.78
H  -22.04  10.57  -7.52
O  -22.54  16.54  -5.93
O  -25.46  6.02  -5.99
O  -27.13  15.13  -5.41
H  -28.25  12.65  -6.53
H  -21.83  17.55  -0.05
O  -23.31  10.92  -3.82
H  -21.53  16.53  1.33
O  -23.70  17.78  -4.51
O  -29.18  14.27  -5.69
C  -32.68  10.58  -3.25
C  -27.12  14.54  -6.69
C  -22.96  10.28  -2.58
O  -33.66  10.79  -2.63
H  -23.37  14.17  1.27
H  -24.02  16.65  1.39
H  -26.91  9.24  -3.42
C  -21.48  10.60  -2.43
O  -26.92  11.58  -2.04
H  -28.27  7.18  -4.29
H  -26.07  10.23  -4.64
H  -24.93  12.43  -2.77
H  -23.06  9.20  -2.68
H  -20.46  15.14  -0.19
C  -23.17  15.62  -5.10
H  -31.09  9.47  -5.73
H  -30.47  13.43  0.46
O  -29.10  15.23  -1.08
C  -31.26  9.56  -4.67
H  -21.28  10.97  -1.43
C  -30.00  13.25  -0.51
H  -22.60  14.73  -4.85
H  -30.19  14.22  -2.51
C  -22.98  10.02  -7.50
C  -28.37  14.97  -4.89
F  -24.35  15.20  -5.70
H  -24.43  16.14  -3.34
C  -30.56  10.73  -3.99
O  -23.92  10.53  -6.59
H  -23.17  10.43  -9.71
C  -30.22  14.43  -1.44
C  -27.38  8.74  -5.46
O  -21.22  11.59  -3.40
S  -22.52  14.15  -0.85
O  -24.87  10.72  -8.56
H  -26.94  8.84  -6.46
S  -26.01  6.57  -4.78
N  -26.92  12.21  -3.06
H  -26.29  13.87  -6.93
C  -22.31  11.72  -4.18
H  -28.09  6.59  -5.91
F  -30.35  11.68  -4.96
O  -22.39  12.56  -5.04
F  -24.06  8.73  -9.21
C  -26.40  9.22  -4.38
C  -21.37  15.57  -0.60
H  -24.73  14.32  0.18
C  -22.05  16.58  0.38
O  -23.06  14.22  -2.19
F  -20.67  9.52  -2.67
C  -23.54  16.21  0.53
H  -28.91  13.82  -7.70
O  -27.83  12.26  -3.85
O  -27.00  14.77  -0.43
H  -23.60  10.64  -1.77

=====

# 4
The following is a DFT calculation (wB97M-V/def2-TZVPD) of C4H7NO in the gas phase.

The HOMO energy comes out at -9.6 eV. The SMILES is C[C@H]1CN=CO1. As for the total charge: 0. The spin multiplicity is 1. Its frontier orbital gap is 10.6 eV.

Positions of all 13 atoms, in Å:
C  -0.44  -1.17  0.18
N  -1.61  -0.51  0.76
H  0.62  -0.40  -1.60
H  2.10  -0.15  0.59
C  1.46  0.60  0.13
H  -2.50  1.31  0.32
H  1.07  1.26  0.92
O  -0.76  0.92  -0.79
H  0.16  -1.64  0.96
C  -1.70  0.59  0.15
H  -0.80  -1.97  -0.49
C  0.30  -0.06  -0.61
H  2.08  1.22  -0.53

=====

# 5
The following is a DFT calculation (wB97M-V/def2-TZVPD) of a molecular structure, Ca7O16P4 in a non-equilibrium geometry.

The HOMO energy comes out at -11.1 eV. As for the total charge: +2. The spin multiplicity is 1. Its frontier orbital gap is 1.9 eV.

Positions of all 27 atoms, in Å:
Ca  -4.89  -4.95  11.66
Ca  -9.05  -2.32  8.07
Ca  -6.87  -2.95  14.08
P  -5.76  -0.55  15.22
P  -6.87  -6.99  9.29
Ca  -8.47  -4.75  11.21
O  -6.55  0.17  16.30
Ca  -5.69  -0.57  7.83
O  -9.24  -5.59  15.25
O  -9.48  -6.53  13.11
O  -5.52  -3.92  9.79
O  -7.05  -8.38  9.90
O  -7.64  -4.86  13.37
Ca  -5.06  -5.14  7.98
O  -5.03  -1.74  15.86
O  -5.84  -6.49  10.38
O  -6.28  -0.83  13.83
P  -6.57  -2.78  10.24
O  -6.32  -1.28  10.02
O  -6.39  -6.89  7.85
O  -6.18  -3.02  11.81
Ca  -5.89  -0.08  11.77
O  -7.39  -7.15  14.54
O  -4.45  0.45  15.09
O  -8.08  -6.06  9.46
O  -7.94  -3.27  9.75
P  -8.41  -6.03  14.05

=====

# 6
The following is a DFT calculation (wB97M-V/def2-TZVPD) of C4H9ClO in the gas phase in a non-equilibrium geometry.

The HOMO energy comes out at -9.9 eV. The SMILES is COCCCCl. As for the total charge: 0. The spin multiplicity is 1. Its frontier orbital gap is 10.9 eV.

Positions of all 15 atoms, in Å:
H  0.38  -2.57  0.11
Cl  -0.82  1.89  -1.50
C  0.76  -1.55  0.03
H  0.37  -2.26  2.98
H  -0.14  -0.66  -1.67
O  1.05  -1.02  1.32
C  -0.27  -0.64  -0.62
H  -0.76  -1.34  2.13
C  -0.07  0.82  -0.31
H  -0.15  1.14  0.69
C  0.25  -1.31  2.45
H  0.33  -0.49  3.11
H  -1.26  -0.92  -0.36
H  1.12  0.90  -0.72
H  1.64  -1.64  -0.62

=====

# 7
The following is a DFT calculation (wB97M-V/def2-TZVPD) of 2 unconnected molecules or ions with the total composition C5H14IN2 in a non-equilibrium geometry.

The HOMO energy comes out at -12.8 eV. As for the total charge: +1. The spin multiplicity is 1. Its frontier orbital gap is 9.7 eV.

Positions of all 22 atoms, in Å:
H  -1.34  1.06  0.81
N  0.45  0.08  0.17
C  -0.34  0.63  1.32
N  -1.88  -3.10  0.72
H  0.09  1.55  -1.35
H  -1.70  -1.41  -1.33
H  -2.75  -3.48  0.36
H  0.28  1.56  1.78
C  -0.91  -2.89  -0.14
C  -0.73  -1.92  -1.04
H  2.41  2.62  -0.89
C  1.63  2.28  -0.28
H  -0.22  -2.17  -1.97
H  2.14  1.85  0.65
H  -0.19  -0.67  -0.20
H  -0.42  -0.22  1.91
H  -1.77  -3.39  1.66
H  1.10  3.09  -0.10
C  0.87  1.06  -0.85
I  0.90  -4.10  0.28
H  1.35  -0.13  0.60
H  1.45  0.62  -1.64

=====

# 8
The following is a DFT calculation (wB97M-V/def2-TZVPD) of a molecular structure, C45H48F6KN6OP3S2 in a non-equilibrium geometry.

The HOMO energy (alpha / beta) comes out at -10.0 / -10.0 eV. As for the total charge: +1. The expectation value of S² is 0.76. The spin multiplicity is 2. Its frontier orbital gap (alpha / beta) is 7.7 / 4.2 eV.

Positions of all 112 atoms, in Å:
H  -4.00  5.10  -0.31
C  0.53  4.15  -1.08
C  -3.26  3.74  1.15
H  -0.52  5.18  -2.65
H  5.32  -0.48  2.21
C  -0.45  -3.52  1.46
F  -5.18  2.61  -1.28
H  -1.44  4.26  2.96
C  0.02  -3.23  -3.83
C  2.13  1.83  4.75
H  0.80  3.42  -1.85
H  -3.58  4.34  2.01
H  -1.97  -3.88  -1.17
H  3.41  -4.97  3.00
C  -3.02  4.73  0.00
H  5.78  -4.56  3.39
H  1.50  -5.28  3.64
H  3.15  3.61  5.36
H  -0.53  2.75  2.81
H  -0.80  5.90  -1.08
C  2.71  0.98  2.56
C  5.15  -3.74  3.06
O  1.66  -2.93  2.15
C  -0.04  4.22  1.32
C  4.14  -1.01  -0.76
H  6.76  -2.32  3.03
C  -3.24  -0.31  2.92
H  1.65  -1.84  -3.85
H  1.56  1.74  5.67
C  -2.06  -0.59  2.25
H  -0.43  -6.75  3.57
C  5.71  -2.49  2.86
P  -0.42  -1.90  0.55
H  3.84  2.48  -2.38
S  1.28  1.41  -3.78
N  -1.06  0.14  -4.34
C  3.74  2.99  3.39
H  0.99  2.78  0.34
H  -2.45  -0.15  -2.98
H  1.37  4.85  -0.96
C  0.84  -2.27  -3.27
C  3.02  2.88  4.57
P  -4.84  1.09  -1.62
C  -2.07  -1.33  1.07
H  -4.09  3.09  0.87
C  -1.55  -5.52  2.23
H  -3.23  0.26  3.84
H  0.87  4.44  1.89
F  -6.23  0.84  -2.33
H  1.29  0.05  3.89
C  -1.20  -3.40  -1.76
H  -2.49  2.11  2.03
C  0.63  -1.85  -1.97
C  -1.01  -3.78  -3.07
H  -0.45  5.18  1.00
H  -1.99  1.40  -3.14
N  -2.12  2.89  1.49
P  2.51  -0.40  1.40
C  3.55  -1.68  2.17
F  -3.33  1.30  -0.90
H  -2.47  -4.06  0.97
C  0.20  0.51  -4.68
H  4.43  3.81  3.25
H  1.15  0.06  -6.50
C  3.00  -2.93  2.42
H  4.17  2.14  1.47
H  -3.32  -2.28  -0.41
H  -1.11  -0.27  2.66
H  5.37  -1.52  -2.43
C  -0.44  -5.85  2.97
C  4.69  0.51  -2.53
C  -4.46  -1.50  1.22
C  -1.62  -0.58  -5.38
F  -4.35  -0.44  -1.96
H  5.20  0.73  -3.46
C  -0.38  -2.41  -1.19
C  0.68  -5.03  2.99
C  -1.57  -4.34  1.50
C  3.80  -3.98  2.85
C  3.59  2.05  2.38
S  -2.26  4.06  -1.51
C  3.27  1.24  -0.74
C  1.97  0.88  3.75
H  2.66  2.01  -0.28
H  4.22  -2.00  -0.32
N  -0.76  -0.71  -6.34
N  0.22  3.41  0.14
F  -5.41  0.62  -0.20
C  3.93  1.50  -1.92
H  0.17  -3.56  -4.85
K  -1.29  1.09  -0.32
C  4.78  -0.75  -1.95
N  0.35  -0.03  -5.90
H  -5.37  -0.57  2.92
H  -2.42  5.58  0.32
C  0.68  -3.88  2.22
C  4.90  -1.46  2.40
F  -4.17  1.57  -3.02
H  -3.71  -0.36  -5.05
C  -2.99  -1.13  -5.34
C  -1.05  3.53  2.24
C  3.40  -0.01  -0.12
H  -1.65  -4.54  -3.51
C  -4.44  -0.78  2.40
H  1.27  -1.09  -1.55
H  -2.42  -6.17  2.22
C  -0.68  4.95  -1.60
H  -3.25  -1.51  -6.32
H  -3.06  -1.94  -4.62
N  -1.64  0.45  -3.12
C  -3.29  -1.76  0.53
H  -5.40  -1.84  0.81